Entry 1:
Entry from the Open Molecules 2025 dataset: C14H15AgF5N3O2S as an isolated structure in a non-equilibrium geometry (ωB97M-V/def2-TZVPD).

Results
Energy relative to the best compared isomer or geometry (same formula, charge and spin), kcal per mole: 0.0
LUMO energy, Eh: 0.010
Kohn-Sham gap, eV: 7.339
2S+1: 1
HOMO energy, Ha: -0.25952

Each line ends with the natural charge from an NBO analysis.
Atoms and positions in Å:
Ag (0.815, 0.234, -1.395)  0.759
F (-4.649, -1.820, -5.345)  -0.295
C (-3.647, -1.073, -4.852)  0.233
C (-2.765, -1.594, -3.912)  0.268
F (-2.914, -2.850, -3.460)  -0.297
C (-1.731, -0.813, -3.423)  0.283
F (-0.899, -1.383, -2.512)  -0.326
C (-1.522, 0.523, -3.808)  -0.280
S (-0.265, 1.529, -3.222)  -0.395
C (-2.451, 1.022, -4.747)  0.288
F (-2.362, 2.296, -5.155)  -0.298
C (-3.477, 0.250, -5.261)  0.309
F (-4.331, 0.780, -6.149)  -0.303
C (-2.800, 1.156, 2.115)  -0.412
N (-3.107, 1.084, 0.702)  -0.421
C (-4.391, 1.510, 0.192)  -0.409
C (-2.148, 0.657, -0.116)  0.546
O (-1.035, 0.323, 0.263)  -0.688
H (-3.662, 1.502, 2.677)  0.203
H (-1.958, 1.832, 2.276)  0.210
H (-2.500, 0.169, 2.472)  0.213
H (-5.027, 1.823, 1.017)  0.212
H (-4.885, 0.695, -0.341)  0.208
H (-4.275, 2.348, -0.498)  0.211
H (-2.452, 0.622, -1.171)  0.137
N (2.438, -0.343, -0.135)  -0.517
C (2.914, -0.473, 0.912)  0.542
N (3.570, -0.667, 2.009)  -0.469
C (3.218, -0.082, 3.292)  -0.233
C (4.515, 0.272, 4.032)  -0.078
O (5.376, -0.838, 4.126)  -0.512
C (5.748, -1.297, 2.848)  -0.079
C (4.521, -1.769, 2.065)  -0.233
H (2.647, -0.808, 3.883)  0.200
H (2.606, 0.807, 3.135)  0.230
H (4.308, 0.577, 5.058)  0.207
H (5.028, 1.095, 3.512)  0.172
H (6.447, -2.118, 3.004)  0.208
H (6.255, -0.493, 2.293)  0.173
H (4.061, -2.624, 2.574)  0.201
H (4.786, -2.060, 1.047)  0.230

=====

Entry 2:
Entry from the Open Molecules 2025 dataset: an isolated molecule of C3H6N2O in a non-equilibrium geometry (ωB97M-V/def2-TZVPD).

Results
Energy relative to the best compared isomer or geometry (same formula, charge and spin), kcal per mole: 88.0
LUMO energy, Eh: 0.036
Kohn-Sham gap, eV: 9.608
2S+1: 1
SMILES string: [H]/N=C/N(O)C=C
HOMO energy, Ha: -0.31717

Each line ends with the natural charge from an NBO analysis.
Atoms and positions in Å:
C (1.109, 0.560, -0.173)  -0.033
C (2.019, -0.375, 0.137)  -0.454
C (-1.022, -0.583, -0.028)  0.256
H (-1.779, 1.482, -0.030)  0.496
H (1.371, 1.439, -0.848)  0.227
H (1.821, -1.244, 0.989)  0.207
H (3.026, -0.246, -0.154)  0.210
H (-0.491, -1.548, -0.217)  0.183
H (-2.736, -1.256, -0.228)  0.358
N (-0.228, 0.476, 0.339)  -0.159
N (-2.263, -0.411, 0.043)  -0.732
O (-0.829, 1.708, 0.171)  -0.559

=====

Entry 3:
Entry from the Open Molecules 2025 dataset: a 2-piece molecular cluster, C6H12N overall (ωB97M-V/def2-TZVPD).

Results
Energy relative to the best compared isomer or geometry (same formula, charge and spin), kcal per mole: 55.5
LUMO energy, Eh: -0.205
Kohn-Sham gap, eV: 6.769
Total charge: +1
2S+1: 1
HOMO energy, Ha: -0.45379

Each line ends with the natural charge from an NBO analysis.
Atoms and positions in Å:
C (1.709, 0.383, -0.288)  -0.083
C (1.410, -0.069, -1.496)  -0.286
C (2.244, 2.368, 0.970)  0.117
N (2.039, 1.770, -0.132)  -0.392
H (1.645, -0.145, 0.650)  0.240
H (1.544, 0.521, -2.391)  0.226
H (1.130, -1.112, -1.567)  0.257
H (2.468, 3.427, 0.977)  0.240
H (2.187, 1.832, 1.909)  0.232
H (2.125, 2.284, -1.007)  0.445
C (-1.695, -1.044, 1.333)  -0.641
C (-2.541, -1.492, 0.180)  -0.155
C (-2.209, -1.371, -1.096)  -0.408
H (-1.373, -1.892, 1.939)  0.228
H (-0.779, -0.612, 0.923)  0.172
H (-2.242, -0.347, 1.963)  0.228
H (-3.487, -1.973, 0.401)  0.208
H (-2.857, -1.708, -1.888)  0.214
H (-1.318, -0.820, -1.378)  0.158

=====

Entry 4:
Entry from the Open Molecules 2025 dataset: a 2-piece molecular cluster, C4H9O overall in a non-equilibrium geometry (ωB97M-V/def2-TZVPD).

Results
Energy relative to the best compared isomer or geometry (same formula, charge and spin), kcal per mole: 38.0
LUMO energy, Eh: 0.174
Kohn-Sham gap, eV: 6.421
Total charge: -1
2S+1: 1
HOMO energy, Ha: -0.06218

Each line ends with the natural charge from an NBO analysis.
Atoms and positions in Å:
C (0.083, 0.414, -0.964)  0.200
O (-0.666, -0.559, -1.413)  -0.916
C (-0.434, 1.427, 0.123)  -0.564
C (0.677, 0.479, 0.450)  -0.308
C (0.411, -0.693, 1.366)  -0.611
H (0.817, 0.906, -1.651)  0.059
H (-0.688, -4.255, 0.712)  -0.026
H (-1.502, 1.290, 0.246)  0.205
H (-0.222, 2.452, -0.159)  0.175
H (-0.066, -3.853, 0.610)  0.025
H (1.649, 0.962, 0.496)  0.177
H (0.070, -0.313, 2.346)  0.170
H (1.301, -1.294, 1.566)  0.180
H (-0.422, -1.279, 0.981)  0.234

=====

Entry 5:
Entry from the Open Molecules 2025 dataset: an isolated molecule of C5H6OS in a non-equilibrium geometry (ωB97M-V/def2-TZVPD).

Results
Energy relative to the best compared isomer or geometry (same formula, charge and spin), kcal per mole: 51.3
LUMO energy, Eh: 0.028
Kohn-Sham gap, eV: 9.023
2S+1: 1
SMILES string: O=C[C@@H]1C=CSC1
HOMO energy, Ha: -0.30336

Each line ends with the natural charge from an NBO analysis.
Atoms and positions in Å:
C (0.066, 1.500, -0.846)  0.494
C (-0.220, 0.541, 0.306)  -0.433
C (-1.265, -0.375, 0.033)  -0.525
C (0.958, -1.529, 0.340)  -0.308
C (0.996, -0.227, 0.449)  -0.227
H (1.266, 1.956, -0.840)  0.074
H (-0.509, 1.018, 1.195)  0.252
H (-1.662, -0.475, -1.095)  0.253
H (-2.073, -0.287, 0.760)  0.235
H (1.803, -2.133, 0.678)  0.242
H (1.943, 0.155, 0.638)  0.220
O (-0.567, 1.938, -1.771)  -0.504
S (-0.734, -2.084, 0.153)  0.227

=====

Entry 6:
Entry from the Open Molecules 2025 dataset: a 2-piece molecular cluster, C5H13IOSi overall in a non-equilibrium geometry (ωB97M-V/def2-TZVPD).

Results
Energy relative to the best compared isomer or geometry (same formula, charge and spin), kcal per mole: 98.7
LUMO energy (spin up / spin down), Eh: -0.023 / 0.005
Kohn-Sham gap (spin up / spin down), eV: 5.434 / 7.585
2S+1: 1
HOMO energy (spin up / spin down), Ha: -0.22296 / -0.27410

Each line ends with the natural charge from an NBO analysis.
Atoms and positions in Å:
C (-2.781, 3.092, 0.256)  -0.261
C (0.477, -1.683, 1.522)  -1.131
C (0.432, -1.896, -1.866)  -1.158
C (2.477, 0.082, -0.153)  -1.177
C (-1.749, 0.931, 0.611)  -0.079
O (-1.811, 2.077, -0.060)  -0.562
Si (0.993, -1.108, -0.247)  1.525
I (-3.270, -0.484, -0.189)  -0.145
H (-2.732, 3.317, 1.351)  0.174
H (-3.767, 2.940, -0.136)  0.194
H (-2.381, 3.955, -0.214)  0.192
H (0.778, -0.737, 2.220)  0.261
H (-0.622, -1.690, 1.591)  0.260
H (0.760, -2.688, 1.781)  0.234
H (0.347, -1.182, -2.703)  0.267
H (1.117, -2.718, -2.199)  0.248
H (-0.540, -2.387, -1.576)  0.270
H (2.495, 0.750, 0.746)  0.259
H (3.516, -0.367, -0.219)  0.246
H (2.296, 0.879, -1.013)  0.255
H (-2.017, 0.941, 1.633)  0.126

=====

Entry 7:
Entry from the Open Molecules 2025 dataset: C17H40NOP3Y as an isolated structure in a non-equilibrium geometry (ωB97M-V/def2-TZVPD).

Results
Energy relative to the best compared isomer or geometry (same formula, charge and spin), kcal per mole: 62.9
LUMO energy (spin up / spin down), Eh: -0.467 / -0.443
Kohn-Sham gap (spin up / spin down), eV: 2.994 / 3.615
Total charge: +3
2S+1: 1
HOMO energy (spin up / spin down), Ha: -0.57681 / -0.57601

Each line ends with the natural charge from an NBO analysis.
Atoms and positions in Å:
Y (0.448, 0.506, 1.223)  1.716
P (-0.511, 2.872, 2.210)  0.688
P (-1.753, -0.715, 2.107)  0.715
P (1.844, 1.938, -0.570)  0.705
H (-1.514, -5.842, -5.786)  0.206
C (-0.448, -5.683, -6.003)  -0.426
C (0.499, -6.464, -5.470)  -0.383
H (0.249, -7.289, -4.789)  0.209
C (-1.759, 3.698, 1.138)  -0.903
C (-1.333, 2.729, 3.853)  -0.911
C (0.788, 4.138, 2.528)  -0.926
C (-1.434, -2.396, 1.484)  -0.920
C (-1.967, -0.871, 3.888)  -0.931
C (-3.274, -0.147, 1.312)  -0.911
C (2.625, 0.648, -1.573)  -0.924
C (3.145, 3.013, 0.060)  -0.920
C (0.782, 2.886, -1.688)  -0.910
H (-0.202, -4.894, -6.729)  0.200
H (1.560, -6.343, -5.731)  0.204
H (-2.112, 4.584, 1.698)  0.273
H (-2.572, 2.970, 0.943)  0.247
H (-1.275, 3.957, 0.176)  0.250
H (-1.530, 3.775, 4.168)  0.279
H (-0.635, 2.225, 4.561)  0.245
H (-2.270, 2.138, 3.760)  0.252
H (0.439, 5.084, 2.067)  0.280
H (1.753, 3.825, 2.067)  0.237
H (0.904, 4.221, 3.629)  0.276
H (-2.144, -3.013, 2.051)  0.272
H (-0.385, -2.703, 1.682)  0.261
H (-1.600, -2.448, 0.391)  0.254
H (-3.068, -0.902, 3.981)  0.281
H (-1.522, 0.012, 4.401)  0.253
H (-1.456, -1.812, 4.175)  0.279
H (-3.976, -0.962, 1.544)  0.270
H (-3.102, -0.034, 0.225)  0.248
H (-3.543, 0.834, 1.749)  0.262
H (3.449, 1.166, -2.080)  0.271
H (1.880, 0.224, -2.275)  0.255
H (2.987, -0.181, -0.926)  0.257
H (3.891, 2.949, -0.751)  0.275
H (3.536, 2.605, 1.021)  0.250
H (2.695, 4.016, 0.196)  0.273
H (1.426, 3.027, -2.568)  0.271
H (0.498, 3.824, -1.176)  0.260
H (-0.124, 2.302, -1.931)  0.248
C (0.556, -1.654, -1.053)  0.530
C (-0.578, -1.129, -1.745)  -0.285
C (-0.901, -1.692, -2.966)  -0.149
C (-0.094, -2.710, -3.472)  -0.008
C (1.040, -3.181, -2.800)  -0.171
C (1.386, -2.653, -1.578)  -0.206
O (0.956, -1.214, 0.143)  -0.831
H (-1.026, 1.142, -0.110)  0.007
H (-1.194, -0.310, -1.337)  0.229
H (-1.788, -1.328, -3.489)  0.268
H (-0.348, -3.168, -4.426)  0.275
H (1.677, -3.973, -3.187)  0.279
H (2.255, -2.912, -0.960)  0.264
N (1.914, 0.360, 3.041)  -1.154
H (2.455, -0.455, 2.740)  0.429
H (1.339, 0.185, 3.872)  0.434
H (2.463, 1.223, 3.090)  0.435